1.
Here is a structure of composition C3H7NS2 in a non-equilibrium geometry from the Open Molecules 2025 dataset. Energies are from wB97M-V/def2-TZVPD.

Structure (XYZ):
```
13
Properties=species:S:1:pos:R:3:mulliken_charge:R:1
C -0.38 1.13 1.52 -0.2078
C -0.96 -0.02 0.72 -0.9425
C 0.77 -0.74 -1.19 -0.1466
H -1.17 2.04 -0.07 0.2788
H 0.28 3.14 1.24 0.2966
H -0.78 0.72 2.42 0.1933
H 0.73 1.01 1.67 0.2572
H -0.54 -1.01 1.15 0.3804
H -2.02 -0.06 0.89 0.4323
H 0.91 -0.51 -2.19 0.3453
N -0.99 2.42 1.14 -0.5473
S -0.89 0.07 -1.00 -0.0993
S 1.70 -1.60 -0.21 -0.2405
```

The LUMO energy comes out at -0.55 eV. The calculation puts the gap between HOMO and LUMO at 8.5920 eV. The energy above the lowest of the compared OMol25 structures with the same formula, charge and spin comes out at 4.7461 eV. The total energy comes out at -969.46290 hartree.



2.
Here is a cluster of 2 separate species, C16H15F3N2O4S in total in a non-equilibrium geometry from the Open Molecules 2025 dataset. Energies are from wB97M-V/def2-TZVPD.

Structure (XYZ):
```
41
Properties=species:S:1:pos:R:3:mulliken_charge:R:1
F -3.40 2.12 -1.97 -0.2237
C -2.48 1.22 -2.33 0.6307
F -2.97 0.46 -3.34 -0.2172
F -1.37 1.88 -2.79 -0.2359
S -2.03 0.11 -0.89 0.8816
C -0.70 -0.77 -1.54 -1.4807
C -0.65 -2.20 -1.51 1.1443
C -0.02 -2.94 -2.56 -0.6085
C 0.04 -4.32 -2.53 -0.3978
C -0.45 -5.03 -1.41 -0.1578
N -0.01 -6.37 -1.16 0.8942
O -0.30 -6.91 -0.07 -0.6037
O 0.68 -6.95 -2.04 -0.6068
C -1.09 -4.33 -0.37 -0.7152
C -1.21 -2.96 -0.42 -0.4136
O -1.63 1.03 0.18 -0.6104
O -3.18 -0.76 -0.71 -0.6260
H -0.15 -0.19 -2.28 0.8938
H 0.41 -2.37 -3.39 0.3448
H 0.51 -4.90 -3.32 0.4302
H -1.43 -4.91 0.49 0.4110
H -1.69 -2.43 0.41 0.3203
C 0.97 2.87 -0.58 -0.7793
N 0.96 1.93 0.56 0.3475
C 1.22 2.47 1.84 0.2864
C 2.36 3.28 1.96 -0.2210
C 2.55 4.04 3.11 -0.5899
C 1.59 4.02 4.12 -0.4463
C 0.49 3.14 4.03 -0.6007
C 0.34 2.30 2.92 -0.3538
C 0.68 0.66 0.40 -0.5820
H 1.08 3.88 -0.18 0.4209
H 1.82 2.69 -1.24 0.3638
H 0.03 2.78 -1.14 0.1919
H 3.08 3.27 1.13 0.4286
H 3.46 4.63 3.20 0.3673
H 1.70 4.67 4.99 0.3754
H -0.24 3.10 4.84 0.3666
H -0.46 1.55 2.85 0.4144
H 0.55 0.05 1.31 0.3264
H 0.94 0.18 -0.57 0.6299
```

The LUMO energy comes out at -1.35 eV. The calculation puts the gap between HOMO and LUMO at 5.8072 eV. The energy above the lowest of the compared OMol25 structures with the same formula, charge and spin comes out at 7.0975 eV. The total energy comes out at -1726.72511 hartree.